# 1
A 2-piece molecular cluster, C25H31N2O6S overall. Source: OMol25; level of theory: ωB97M-V/def2-TZVPD.

Geometry (Å):
C: -0.803 1.372 -4.492
N: -1.308 2.743 -4.326
C: -1.223 3.273 -2.969
C: -1.998 2.479 -1.929
C: -3.360 2.743 -1.785
C: -4.093 3.859 -2.493
O: -4.654 4.683 -1.827
O: -4.155 3.808 -3.847
C: -4.126 2.020 -0.862
O: -5.456 2.197 -0.706
C: -3.505 1.039 -0.129
N: -2.193 0.789 -0.266
C: -1.669 -0.320 0.575
C: -2.540 -1.586 0.467
C: -1.708 -2.861 0.571
C: -0.898 -3.127 -0.703
S: 0.178 -4.500 -0.357
O: 1.034 -4.109 0.719
O: -0.629 -5.667 -0.246
O: 1.049 -4.633 -1.680
C: -1.408 1.503 -1.117
C: 0.069 1.229 -1.124
C: 0.769 1.574 0.179
C: 0.201 2.445 1.099
C: 0.863 2.761 2.277
C: 2.108 2.214 2.545
C: 2.689 1.356 1.623
C: 2.021 1.027 0.453
H: -0.548 1.220 -5.538
H: -1.545 0.610 -4.231
H: 0.093 1.224 -3.896
H: -2.290 2.723 -4.574
H: -0.182 3.415 -2.693
H: -1.654 4.275 -2.983
H: -3.643 4.533 -4.237
H: -5.638 3.093 -0.388
H: -4.067 0.452 0.580
H: -0.647 -0.537 0.299
H: -1.654 0.046 1.600
H: -3.275 -1.573 1.269
H: -3.068 -1.578 -0.489
H: -2.396 -3.697 0.686
H: -1.059 -2.840 1.446
H: -1.566 -3.434 -1.507
H: -0.314 -2.266 -1.032
H: 0.953 -3.855 -2.242
H: 0.531 1.810 -1.915
H: 0.248 0.185 -1.390
H: -0.762 2.911 0.921
H: 0.394 3.437 2.978
H: 2.619 2.468 3.463
H: 3.668 0.948 1.835
H: 2.498 0.348 -0.243
C: 4.440 -1.377 3.783
C: 3.560 -2.275 3.194
C: 3.958 -3.585 2.961
C: 5.234 -3.994 3.322
C: 6.114 -3.097 3.910
C: 5.718 -1.787 4.139
H: 4.135 -0.354 3.968
H: 2.562 -1.959 2.916
H: 3.272 -4.281 2.501
H: 5.543 -5.016 3.144
H: 7.108 -3.418 4.193
H: 6.404 -1.087 4.597

Computed properties:
- HOMO: -10.9 eV
- Total charge: +1
- Energy relative to the best compared isomer or geometry (same formula, charge and spin): 0.000 eV
- Gap between HOMO and LUMO: 6.343 eV
- 2S+1: 1

Löwdin population analysis, charges in e, atoms 1 to 2: -0.095 -0.078


# 2
H24HeO12 as an isolated structure at a distorted geometry. Source: OMol25; level of theory: ωB97M-V/def2-TZVPD.

Geometry (Å):
He: 14.449 -18.001 -10.189
O: 15.827 -18.951 -11.906
H: 16.027 -19.228 -11.012
H: 15.224 -19.617 -12.235
O: 11.828 -21.134 -10.179
H: 11.554 -20.627 -9.415
H: 11.137 -21.787 -10.294
O: 14.290 -18.319 -7.468
H: 14.546 -17.593 -8.037
H: 13.399 -18.106 -7.192
O: 16.395 -15.311 -12.809
H: 16.539 -16.177 -13.191
H: 16.385 -15.464 -11.864
O: 16.040 -19.886 -9.123
H: 15.457 -19.425 -8.521
H: 16.900 -19.842 -8.705
O: 16.704 -15.993 -10.071
H: 15.962 -16.240 -9.519
H: 17.206 -15.377 -9.537
O: 18.906 -17.799 -9.569
H: 18.078 -17.369 -9.784
H: 19.422 -17.121 -9.131
O: 14.396 -22.284 -10.256
H: 13.506 -22.035 -10.005
H: 14.953 -21.896 -9.582
O: 11.373 -18.902 -11.906
H: 11.457 -19.734 -11.441
H: 11.115 -18.275 -11.230
O: 12.502 -15.443 -10.604
H: 12.477 -15.403 -11.560
H: 11.603 -15.649 -10.348
O: 14.342 -15.750 -8.570
H: 14.694 -14.898 -8.315
H: 13.619 -15.544 -9.162
O: 13.632 -17.548 -12.666
H: 12.937 -18.072 -12.267
H: 14.431 -17.829 -12.221

Computed properties:
- HOMO: -10.1 eV
- Energy relative to the best compared isomer or geometry (same formula, charge and spin): 0.887 eV
- Gap between HOMO and LUMO: 9.622 eV
- 2S+1: 1

Löwdin population analysis, charges in e, atoms 1 to 2: 0.236 -0.080


# 3
BrCdH4O2 as an isolated structure at a distorted geometry. Source: OMol25; level of theory: ωB97M-V/def2-TZVPD.

Geometry (Å):
Cd: 24.886 22.325 -3.553
Br: 21.964 21.127 -1.146
O: 18.286 18.126 -2.157
H: 17.745 17.869 -1.410
H: 18.924 18.740 -1.792
O: 17.689 24.113 -2.163
H: 16.993 23.461 -2.244
H: 18.495 23.599 -2.121

Computed properties:
- HOMO: -13.6 eV
- Total charge: +1
- Energy relative to the best compared isomer or geometry (same formula, charge and spin): 3.318 eV
- Gap between HOMO and LUMO: 3.325 eV
- 2S+1: 1

Löwdin population analysis, charges in e, atoms 1 to 2: 1.042 -0.036


# 4
A 2-piece molecular cluster, C5H10O2 overall at a distorted geometry. Source: OMol25; level of theory: ωB97M-V/def2-TZVPD.

Geometry (Å):
O: 2.586 -0.249 -0.585
C: 1.909 -0.817 0.527
C: -0.223 -0.451 -0.968
C: -1.258 -0.858 -0.232
C: -1.943 0.382 0.290
C: -0.840 1.434 0.096
O: 0.067 0.880 -0.878
H: 2.295 0.665 -0.699
H: 2.054 -0.288 1.481
H: 2.238 -1.856 0.582
H: 0.497 -1.007 -1.555
H: 0.798 -0.901 0.440
H: -1.600 -1.880 -0.160
H: -2.315 0.378 1.320
H: -2.787 0.562 -0.382
H: -0.287 1.621 1.031
H: -1.189 2.385 -0.306

Computed properties:
- HOMO: -8.3 eV
- Energy relative to the best compared isomer or geometry (same formula, charge and spin): 3.138 eV
- Gap between HOMO and LUMO: 9.210 eV
- 2S+1: 1
- SMILES: C1=COCC1.CO

Löwdin population analysis, charges in e, atoms 1 to 2: -0.116 -0.179


HOMO of number 1 (C25H31N2O6S)? -10.9 eV